Record 1
This record from the OMol25 dataset describes an isolated molecule of C5H8N2. The level of theory is ωB97M-V/def2-TZVPD.

charge: 0
2S+1: 1
relative energy (zero: lowest compared OMol25 entry of this formula, charge and spin): 103.9 kJ/mol
maximum force: 1.954 eV/Å
molar mass: 96.1 g/mol
Kohn-Sham gap: 0.3632 Eh
energy: -304.7959 Eh
SMILES: Cc1cnn(C)c1
LUMO energy: 1.00 eV

Element x y z (Å)
C 1.326 -1.518 1.570
N 0.587 -0.830 0.544
C 0.346 0.489 0.358
C -0.537 0.620 -0.698
C -1.033 1.931 -1.259
C -0.788 -0.739 -1.052
N -0.086 -1.580 -0.313
H 2.395 -1.352 1.446
H 1.098 -2.580 1.446
H 0.993 -1.194 2.560
H 0.789 1.227 1.013
H -0.916 2.741 -0.526
H -2.093 1.885 -1.531
H -0.482 2.241 -2.158
H -1.600 -1.339 -1.400


Record 2
This record from the OMol25 dataset describes C13H21As2Cl3N6O2Ru as an isolated structure. The level of theory is ωB97M-V/def2-TZVPD.

<S²>: 8.76
charge: +3
2S+1: 6
relative energy (zero: lowest compared OMol25 entry of this formula, charge and spin): 27.3 kJ/mol
maximum force: 0.945 eV/Å
molar mass: 650.6 g/mol
Kohn-Sham gap (alpha / beta): 0.2886 / 0.2254 Eh
energy: -6932.7729 Eh
LUMO energy (alpha / beta): -9.43 / -11.78 eV

Element x y z (Å)
Ru 0.154 0.354 0.902
C -1.903 2.488 -1.941
As -0.276 1.580 -1.457
C 1.121 2.635 -2.275
C -0.277 -0.106 -2.403
C -1.098 -0.259 -3.515
C -1.126 -1.464 -4.209
C -0.342 -2.530 -3.789
C 0.474 -2.395 -2.674
C 0.517 -1.185 -1.985
As 1.753 -1.039 -0.505
C 2.052 -2.843 0.113
C 3.458 -0.515 -1.240
H -1.823 2.759 -2.992
H -1.982 3.391 -1.341
H -2.762 1.848 -1.766
H 0.984 2.541 -3.351
H 2.107 2.279 -1.995
H 1.012 3.674 -1.974
H -1.726 0.554 -3.854
H -1.765 -1.570 -5.075
H -0.363 -3.467 -4.328
H 1.077 -3.238 -2.364
H 2.649 -3.354 -0.638
H 1.106 -3.357 0.259
H 2.614 -2.816 1.044
H 3.581 -1.102 -2.147
H 4.235 -0.756 -0.519
H 3.488 0.545 -1.469
N 0.958 -0.520 3.349
N -0.046 -1.328 3.905
C -1.195 -1.520 3.236
N -2.161 -2.238 3.756
N -1.229 -0.910 2.026
N -2.320 -0.946 1.212
O -3.330 -1.527 1.446
O -2.076 -0.297 0.173
H 1.833 -1.038 3.337
H 1.088 0.306 3.931
H 0.083 -1.716 4.831
H -2.077 -2.670 4.666
H -3.025 -2.367 3.244
Cl 0.297 5.719 2.952
C -0.735 4.363 3.277
Cl -2.358 4.598 2.655
Cl -0.746 3.928 4.974
C -0.181 3.196 2.544
N 0.278 2.311 1.974


Record 3
This record from the OMol25 dataset describes a 12-piece molecular cluster, C26H83N10O33P7 overall. The level of theory is ωB97M-V/def2-TZVPD.

charge: 0
2S+1: 1
relative energy (zero: lowest compared OMol25 entry of this formula, charge and spin): 18.3 kJ/mol
maximum force: 4.592 eV/Å
molar mass: 1280.8 g/mol
Kohn-Sham gap: 0.3582 Eh
energy: -6461.2186 Eh
SMILES: COP(=O)(OC)OC.COP(=O)(OC)OC.COP(=O)(OC)OC.COP(=O)(OC)OC.COP(=O)(OC)OC.COP(=O)(OC)OC.COP(=O)(OC)OC.NC(N)=O.NC(N)=O.NC(N)=O.NC(N)=O.NC(N)=O
LUMO energy: 0.34 eV

Element x y z (Å)
C 12.296 15.497 10.377
O 12.623 16.797 9.832
P 13.034 17.969 10.875
O 13.908 17.422 11.965
O 13.765 19.005 9.874
C 14.852 18.574 9.026
O 11.691 18.715 11.318
C 11.046 18.069 12.467
H 11.409 15.517 10.964
H 13.056 15.076 11.008
H 12.002 14.866 9.505
H 15.072 19.343 8.299
H 14.626 17.671 8.522
H 15.714 18.369 9.705
H 11.521 17.156 12.820
H 9.975 17.943 12.138
H 11.024 18.798 13.240
C 12.806 21.806 17.858
O 11.825 21.231 18.711
P 12.199 20.943 20.166
O 12.747 22.058 20.939
O 13.310 19.860 19.991
C 13.829 19.047 21.104
O 10.990 20.234 20.854
C 10.683 18.919 20.278
H 12.465 21.679 16.850
H 13.677 21.202 17.824
H 12.895 22.814 18.196
H 14.932 19.173 21.098
H 13.566 18.027 20.837
H 13.528 19.364 22.121
H 9.677 18.732 20.568
H 11.329 18.152 20.636
H 10.789 19.003 19.203
C 13.502 11.578 22.189
O 13.645 12.180 20.897
P 13.693 11.278 19.453
O 14.788 10.365 19.184
O 13.541 12.491 18.522
C 13.722 12.461 17.095
O 12.293 10.467 19.533
C 12.047 9.404 18.607
H 12.396 11.300 22.321
H 13.886 12.281 22.945
H 14.030 10.580 22.296
H 14.671 11.987 16.736
H 13.632 13.514 16.789
H 12.956 11.800 16.618
H 12.230 8.500 19.190
H 12.633 9.382 17.698
H 10.954 9.547 18.401
C 9.835 13.263 22.058
O 9.037 14.157 21.365
P 9.399 14.945 20.061
O 10.324 16.111 20.188
O 9.906 13.957 18.883
C 10.824 14.502 17.900
O 7.997 15.353 19.496
C 7.421 16.603 19.713
H 10.421 12.682 21.365
H 9.227 12.557 22.601
H 10.506 13.902 22.647
H 11.669 13.826 17.691
H 11.272 15.432 18.307
H 10.160 14.609 17.022
H 7.998 17.394 19.234
H 7.313 16.665 20.831
H 6.418 16.649 19.329
C 16.116 22.739 15.917
O 16.130 21.309 15.673
P 15.869 20.617 14.252
O 16.493 21.139 13.032
O 16.306 19.102 14.627
C 17.102 18.156 13.868
O 14.211 20.709 14.271
C 13.645 20.825 12.979
H 15.180 23.200 15.616
H 17.088 23.195 15.589
H 16.158 22.833 16.998
H 17.778 17.642 14.550
H 17.662 18.709 13.123
H 16.464 17.407 13.408
H 12.791 21.427 13.187
H 13.385 19.802 12.640
H 14.269 21.301 12.222
C 15.538 17.597 25.056
O 14.059 17.638 24.777
P 13.330 16.440 24.186
O 13.759 16.047 22.820
O 13.575 15.234 25.197
C 13.366 15.211 26.610
O 11.802 16.774 24.332
C 11.148 17.831 23.683
H 15.945 17.656 24.021
H 15.700 16.573 25.395
H 15.859 18.459 25.644
H 13.832 14.271 26.953
H 12.266 15.129 26.763
H 13.872 15.998 27.231
H 11.733 18.755 23.666
H 10.186 17.940 24.217
H 10.902 17.492 22.666
C 13.942 15.622 19.548
O 14.276 16.773 18.538
P 15.013 16.601 17.173
O 15.191 15.224 16.780
O 13.981 17.173 16.104
C 13.276 18.399 16.132
O 16.265 17.468 17.121
C 16.660 18.669 17.734
H 13.937 14.672 19.016
H 12.931 15.880 19.857
H 14.699 15.615 20.325
H 13.965 19.217 16.299
H 12.424 18.290 16.842
H 12.826 18.528 15.124
H 16.487 19.419 17.057
H 17.732 18.542 17.995
H 16.085 18.837 18.692
C 11.051 14.761 14.227
O 9.847 14.646 13.947
N 11.919 13.821 13.817
N 11.629 15.819 14.860
H 12.888 13.738 14.030
H 11.388 13.016 13.493
H 11.013 16.596 15.029
H 12.378 15.760 15.533
C 18.461 15.249 16.600
O 19.144 16.270 16.546
N 17.897 14.643 17.705
N 18.258 14.454 15.432
H 17.967 15.134 18.566
H 17.253 13.924 17.590
H 18.236 13.454 15.578
H 18.790 14.833 14.666
C 8.697 17.690 15.882
O 9.843 18.091 15.587
N 8.187 16.519 15.499
N 7.761 18.467 16.512
H 8.767 15.803 15.164
H 7.352 16.187 15.958
H 7.902 19.453 16.617
H 6.837 18.247 16.186
C 15.016 14.094 13.035
O 15.069 12.930 13.370
N 14.635 15.118 13.906
N 15.321 14.572 11.783
H 15.055 15.047 14.816
H 14.485 16.068 13.590
H 15.583 13.973 11.005
H 14.958 15.477 11.562
C 16.006 23.137 20.187
O 16.961 23.461 19.485
N 14.927 24.053 20.476
N 15.877 21.784 20.585
H 15.229 25.023 20.421
H 14.117 23.631 20.828
H 16.508 21.122 20.194
H 14.946 21.385 20.791